Record 1
DFT (wB97M-V/def2-TZVPD) results for a gas-phase ion, C6H10N6O2S (charge +2) in a non-equilibrium geometry.

Last column: natural (NBO) charge in e.
Element x y z (Å)
C 2.52 -1.54 -0.33  -0.454
N 1.92 -0.69 0.65  -0.042
N 2.22 -0.80 1.97  -0.035
O 1.43 0.11 2.60  -0.251
C 0.51 0.66 1.66  0.682
O -0.29 1.51 1.96  -0.487
C 0.86 0.03 0.40  0.146
C -0.32 -0.03 -0.78  0.150
N -0.88 1.22 -0.96  -0.584
C -1.95 1.69 -0.28  0.717
N -2.43 2.89 -0.38  -0.688
N -2.61 0.81 0.50  -0.605
C -2.32 -0.51 0.53  0.203
S -3.09 -1.56 1.57  0.055
N -1.34 -0.92 -0.31  -0.629
H 3.01 -2.43 0.12  0.293
H 3.27 -0.88 -0.83  0.273
H 1.74 -1.74 -1.18  0.248
H 3.13 -0.67 2.30  0.429
H 0.21 -0.47 -1.67  0.269
H -0.74 1.72 -1.78  0.439
H -1.79 3.54 -0.86  0.449
H -3.24 3.07 0.16  0.453
H -3.27 1.08 1.31  0.490
H -1.31 -1.99 -0.45  0.479

Computed properties:
* Kohn-Sham gap: 6.57 eV
* net charge: +2
* LUMO: -9.07 eV
* SMILES: C[n+]1[nH]oc(=O)c1[C@@H]1NC(=[NH2+])NC(=S)N1
* E_tot: -30235.095 eV
* HOMO: -0.575 Eh

=====

Record 2
DFT (wB97M-V/def2-TZVPD) results for 2 unconnected molecules or ions with the total composition C6H10NO in a non-equilibrium geometry.

Last column: natural (NBO) charge in e.
Element x y z (Å)
C -1.41 -0.52 0.14  0.432
C 2.10 -0.02 -0.06  0.455
C -0.45 -1.11 0.93  0.099
C -1.79 0.83 0.60  -0.693
C 3.11 1.00 0.00  -0.734
C -2.25 -1.18 -0.96  -0.697
N 0.19 -1.77 1.61  0.040
O 2.21 -1.24 -0.03  -0.495
H 1.07 0.54 -0.42  0.042
H -2.79 1.12 0.41  0.268
H -1.14 1.43 0.05  0.297
H -1.54 0.93 1.64  0.274
H 3.24 1.13 -1.17  0.279
H 4.13 0.69 0.24  0.266
H 2.78 1.97 0.49  0.257
H -2.03 -2.29 -0.92  0.291
H -2.17 -0.72 -1.97  0.323
H -3.26 -0.78 -0.59  0.296

Computed properties:
* Kohn-Sham gap (alpha / beta): 6.12 / 6.13 eV
* net charge: +1
* LUMO (alpha / beta): -7.73 / -7.73 eV
* E_tot: -9910.212 eV
* energy above the lowest of the compared OMol25 structures with the same formula, charge and spin: 96.41 kcal/mol
* HOMO (alpha / beta): -0.509 / -0.509 Eh

=====

Record 3
DFT (wB97M-V/def2-TZVPD) results for a gas-phase ion, C6H10NO (charge +1) in a non-equilibrium geometry.

Last column: natural (NBO) charge in e.
Element x y z (Å)
C -1.00 1.32 0.93  -0.429
N -0.25 0.38 0.17  -0.268
C 1.19 0.65 0.24  0.215
C 2.43 0.13 0.26  0.233
O 2.08 0.05 1.54  -0.457
C -0.59 0.27 -1.23  -0.211
C -0.29 -1.29 -1.15  -0.404
C -0.37 -1.10 0.39  -0.213
H -2.07 1.21 0.64  0.238
H -0.83 0.91 2.04  0.249
H -0.70 2.41 0.94  0.283
H 3.52 0.08 -0.21  0.278
H -0.09 0.89 -1.99  0.259
H -1.70 0.45 -1.26  0.233
H -1.00 -1.89 -1.65  0.249
H 0.64 -1.50 -1.54  0.225
H -1.37 -1.25 0.92  0.244
H 0.38 -1.73 0.94  0.274

Computed properties:
* Kohn-Sham gap (alpha / beta): 9.19 / 9.19 eV
* net charge: +1
* LUMO (alpha / beta): -4.18 / -4.18 eV
* SMILES: C[N+]1(C2=CO2)CCC1
* E_tot: -9908.165 eV
* energy above the lowest of the compared OMol25 structures with the same formula, charge and spin: 143.63 kcal/mol
* HOMO (alpha / beta): -0.491 / -0.491 Eh

=====

Record 4
DFT (wB97M-V/def2-TZVPD) results for a gas-phase ion, C6H10NO (charge +2) in a non-equilibrium geometry.

Last column: natural (NBO) charge in e.
Element x y z (Å)
O 0.87 0.78 1.43  -0.268
C 1.11 -0.23 2.05  0.480
C 0.89 -1.55 1.34  -0.482
C 1.14 -1.36 -0.15  -0.460
C 0.60 -0.04 -0.63  -0.047
C -0.67 0.17 -1.06  0.086
N -1.12 1.43 -1.58  -0.445
C -2.13 2.04 -1.09  0.199
H 1.20 -0.13 3.15  0.282
H -0.18 -1.78 1.45  0.285
H 1.38 -2.37 1.86  0.303
H 0.65 -2.19 -0.66  0.286
H 2.20 -1.37 -0.42  0.273
H 1.43 0.63 -0.78  0.272
H -1.46 -0.51 -0.89  0.243
H -0.64 1.86 -2.38  0.478
H -2.85 1.55 -0.44  0.240
H -2.40 3.09 -1.22  0.274

Computed properties:
* Kohn-Sham gap (alpha / beta): 9.98 / 7.03 eV
* net charge: +2
* LUMO (alpha / beta): -9.51 / -12.49 eV
* 2S+1: 2
* E_tot: -9899.943 eV
* energy above the lowest of the compared OMol25 structures with the same formula, charge and spin: 0.00 kcal/mol
* HOMO (alpha / beta): -0.716 / -0.717 Eh

=====

Record 5
DFT (wB97M-V/def2-TZVPD) results for a molecular structure, C6H10NO2P in a non-equilibrium geometry.

Last column: natural (NBO) charge in e.
Element x y z (Å)
C -1.42 2.02 1.61  0.323
C 0.62 -0.87 -0.46  -0.416
C 1.17 0.52 -0.01  -0.403
C -0.54 -1.19 0.50  -0.421
C 0.08 1.56 -0.23  -0.226
C -1.63 -0.04 0.46  -0.214
N -0.99 1.26 0.68  -0.402
O -1.17 3.25 1.77  -0.651
O -4.02 2.16 1.85  -1.036
P -2.89 2.25 2.78  1.296
H 0.47 -0.77 -1.59  0.215
H 1.46 -1.55 -0.27  0.217
H 1.28 0.72 0.99  0.202
H 2.08 0.89 -0.46  0.214
H -1.04 -2.18 0.10  0.223
H -0.08 -1.38 1.55  0.226
H 0.46 2.49 0.03  0.225
H -0.19 1.69 -1.21  0.195
H -2.18 0.13 -0.49  0.211
H -2.38 -0.09 1.24  0.222

Computed properties:
* Kohn-Sham gap: 9.41 eV
* LUMO: 0.39 eV
* E_tot: -21256.829 eV
* energy above the lowest of the compared OMol25 structures with the same formula, charge and spin: 26.06 kcal/mol
* HOMO: -0.331 Eh

=====

Record 6
DFT (wB97M-V/def2-TZVPD) results for a gas-phase ion, C6H10NO2S2 (charge +1) in a non-equilibrium geometry.

Last column: natural (NBO) charge in e.
Element x y z (Å)
C 2.16 0.79 -0.52  -0.403
C 1.61 2.00 -0.26  -0.237
C -1.22 0.29 0.31  0.684
C -0.24 0.70 1.16  -0.621
C 1.84 -0.48 0.13  0.248
C -2.65 -1.46 -0.58  -0.252
N 1.28 -1.47 -0.64  -0.693
O -1.68 1.01 -0.69  -0.701
O -1.83 -0.92 0.49  -0.486
S 0.41 2.35 0.98  0.320
S 2.31 -0.84 1.70  0.211
H 2.81 0.76 -1.27  0.261
H 1.88 2.96 -0.66  0.250
H -0.15 0.17 2.00  0.225
H -3.53 -0.78 -0.56  0.204
H -2.86 -2.36 -0.08  0.217
H -2.26 -1.48 -1.53  0.188
H 1.13 -2.31 -0.08  0.418
H 0.70 -1.28 -1.42  0.435
H -1.76 1.96 -0.72  0.538
H 2.05 0.39 2.24  0.193

Computed properties:
* Kohn-Sham gap: 7.44 eV
* net charge: +1
* LUMO: -4.93 eV
* E_tot: -33630.193 eV
* energy above the lowest of the compared OMol25 structures with the same formula, charge and spin: 0.00 kcal/mol
* HOMO: -0.455 Eh

=====

Record 7
DFT (wB97M-V/def2-TZVPD) results for a molecular structure, C6H10NOPS in a non-equilibrium geometry.

Last column: natural (NBO) charge in e.
Element x y z (Å)
C -3.96 -0.31 1.16  -0.248
C -3.22 -0.03 0.26  -0.016
C -1.70 -0.79 -1.29  -0.586
C -0.87 0.21 0.57  -0.526
C -2.16 0.45 -0.53  -0.290
C 3.51 0.62 0.76  -0.453
N 3.40 -0.54 -0.08  -0.950
O 2.17 0.82 -1.93  -1.043
P 2.01 -0.46 -1.29  1.426
S -0.64 -1.35 -0.16  0.315
H -4.86 -0.67 1.59  0.239
H -2.51 -1.57 -1.42  0.233
H -1.32 -0.50 -2.30  0.223
H -0.15 1.03 0.65  0.223
H -1.30 -0.08 1.50  0.233
H -2.36 1.41 -1.00  0.254
H 3.14 1.57 0.37  0.216
H 2.87 0.63 1.69  0.172
H 4.50 0.96 0.97  0.199
H 3.45 -1.40 0.47  0.379

Computed properties:
* Kohn-Sham gap: 8.45 eV
* LUMO: 0.12 eV
* E_tot: -30041.222 eV
* energy above the lowest of the compared OMol25 structures with the same formula, charge and spin: 98.00 kcal/mol
* HOMO: -0.306 Eh

=====

Record 8
DFT (wB97M-V/def2-TZVPD) results for a gas-phase ion, C6H10NS (charge +1) in a non-equilibrium geometry.

Last column: natural (NBO) charge in e.
Element x y z (Å)
N -1.01 1.12 0.16  -0.742
C -0.66 -0.41 -0.09  0.047
S -2.35 -1.28 -0.24  0.023
C 0.30 -0.46 -1.25  -0.300
C 1.63 -0.44 -1.09  -0.151
C 2.29 -0.29 0.16  -0.249
C 1.56 -0.40 1.29  -0.131
C 0.14 -0.78 1.19  -0.477
H -1.04 1.26 1.19  0.442
H -1.96 1.40 -0.29  0.469
H -0.20 1.69 -0.17  0.460
H -1.86 -2.48 -0.05  0.162
H -0.21 -0.75 -2.23  0.252
H 2.21 -0.33 -1.96  0.241
H 3.40 -0.18 0.17  0.250
H 1.96 -0.35 2.28  0.237
H 0.18 -1.79 1.34  0.265
H -0.32 -0.17 2.01  0.205

Computed properties:
* Kohn-Sham gap: 8.95 eV
* net charge: +1
* LUMO: -4.01 eV
* SMILES: [NH3+][C@@]1(S)C=CC=CC1
* E_tot: -18700.972 eV
* energy above the lowest of the compared OMol25 structures with the same formula, charge and spin: 21.67 kcal/mol
* HOMO: -0.476 Eh

=====

> Which value of E_tot does entry 6 give?

-33630.193 eV

=====

> Which of these has the highest E_tot?

number 4